DFT (ωB97M-V/def2-TZVPD) results for a molecular structure, C24H34AlBBr2ClFN5O10S in a non-equilibrium geometry.

HOMO energy: -10.5884 eV
orbital gap: 0.0929 Eh
LUMO: -0.2962 Eh
M: 836.68 g mol⁻¹

```
! RIJCOSX wB97M-V def2-TZVPD def2/J DEFGRID3
* xyz 1 1
C -0.7948 0.3569 3.5126
O -0.7330 -0.9027 2.9769
B -1.1311 -1.0313 1.6408
O -2.1899 -1.7801 1.3230
C -0.2390 -0.3363 0.5433
C 0.9858 -1.2364 0.3492
C 1.3952 -1.4749 -1.0823
N 1.0532 -0.3965 -2.0254
C -0.0579 0.3232 -1.7093
N -0.2751 1.4437 -2.3724
C 0.6002 1.9478 -3.3908
C 1.8357 2.4781 -3.0734
C 2.6317 2.9458 -4.0994
N 2.2902 2.9630 -5.3867
C 1.0867 2.4699 -5.6527
C 0.2161 1.9384 -4.7145
N -0.9178 -0.0956 -0.7576
H -0.9555 0.2945 4.5792
H -1.6603 1.0623 3.0558
H 0.1078 0.9529 3.2813
H -2.6008 -2.1484 2.1163
H 0.1166 0.6211 0.9352
H 1.8464 -0.7698 0.9371
H 0.8181 -2.1976 0.8261
H 2.4775 -1.5817 -1.0785
H 1.0143 -2.4473 -1.4738
H 0.8913 -0.7865 -2.9553
H -1.0978 1.9883 -2.1655
H 2.1741 2.5222 -2.0510
H 3.6100 3.3314 -3.8550
H 0.7755 2.4906 -6.6860
H -0.7354 1.5336 -5.0196
H -1.6837 0.5601 -0.6530
Br -3.5592 0.7056 3.2792
Al 0.1727 -3.7366 -2.8528
C -6.2713 4.2414 7.8035
C -5.0323 3.6228 7.9096
C -4.1286 3.6965 6.8636
C -4.4858 4.3966 5.7253
C -5.7164 5.0145 5.5972
C -6.6134 4.9323 6.6483
N -3.5260 4.4974 4.6210
O -2.4515 3.9278 4.7454
O -3.8401 5.1369 3.6442
H -6.9725 4.1858 8.6249
H -4.7691 3.0851 8.8093
H -3.1637 3.2186 6.9389
H -5.9736 5.5523 4.6973
H -7.5790 5.4107 6.5678
O 2.7104 -4.6891 -5.2062
H 3.6527 -4.6088 -5.3818
H 2.4449 -5.4876 -5.6800
C 0.5536 4.1890 5.1415
C 1.7189 4.6632 4.3042
O 2.8408 3.9209 4.8094
S 2.3588 2.4755 5.2901
O 2.5698 1.5313 4.2501
O 2.8314 2.2546 6.6029
O 0.7870 2.7842 5.3250
H 0.5482 4.6724 6.1200
H -0.4015 4.3397 4.6552
H 1.8987 5.7299 4.3929
H 1.5888 4.4032 3.2509
F 2.0367 -6.7435 -7.2263
C 2.4350 -8.0390 -7.0880
C 1.9765 -8.9688 -7.9951
C 2.3853 -10.2867 -7.8565
C 3.2311 -10.6515 -6.8181
C 3.6748 -9.6957 -5.9161
C 3.2790 -8.3726 -6.0502
H 1.3130 -8.6631 -8.7926
H 2.0417 -11.0300 -8.5623
H 3.5442 -11.6809 -6.7129
H 4.3310 -9.9783 -5.1046
H 3.6212 -7.6120 -5.3600
Br -1.4853 -2.0554 -3.6612
O 0.1134 5.3958 -2.4722
H 1.0171 5.5997 -2.7347
H -0.0387 4.5127 -2.8183
Cl 3.4773 -0.8354 1.7975
*
```